Entry 1:
The following is a DFT calculation (ωB97M-V with the def2-TZVPD basis set) of a structure of composition C8H27F2N9O5V.

```
! wB97M-V def2-TZVPD RIJCOSX def2/J DEFGRID3
* xyz 1 3
V -0.92791 0.10611 -0.34550
F -0.23243 -1.81317 -0.01405
F -1.81716 1.99192 -0.38933
C 3.21541 0.93929 -0.31321
C 2.15454 0.25660 0.52125
C 2.76541 -0.04631 1.81753
O 2.57215 1.22544 2.57462
C 3.33559 1.35355 3.74621
N 0.90651 1.08621 0.50862
H 4.13337 0.36289 -0.42816
H 3.57472 1.84981 0.16631
H 2.69022 1.31938 -1.18947
H 1.98510 -0.70698 0.04073
H 3.80370 -0.28372 1.58578
H 2.36098 -0.83250 2.45505
H 2.75321 0.99293 4.59410
H 3.36173 2.37726 4.11961
H 4.40231 1.15896 3.63508
H 1.06003 1.29199 1.48544
H 1.41678 1.86025 0.10791
C -1.10010 0.50525 3.04342
O -1.21976 0.21497 1.88619
N -1.18542 1.77047 3.33018
N -0.49663 -0.17450 3.95869
H -0.85027 2.10287 4.22308
H -1.37618 2.44613 2.60410
H -0.05739 -1.03268 3.65751
H -0.43795 0.19337 4.89749
C 0.73931 1.08399 -3.13222
O 0.33545 0.91801 -2.00019
N 0.60251 2.18442 -3.76296
N 1.42164 0.20896 -3.85793
H 0.14158 2.89985 -3.21909
H 0.94212 2.29172 -4.70809
H 1.93194 -0.55561 -3.43944
H 1.59714 0.40785 -4.83248
C -3.75020 -1.40909 0.48920
O -3.06634 -0.45200 0.06470
N -3.68948 -1.95791 1.65760
N -4.45021 -2.26722 -0.23098
H -2.96151 -1.63690 2.27979
H -4.24881 -2.75758 1.91794
H -4.47886 -2.07512 -1.22213
H -5.07120 -2.93897 0.19706
C -1.67948 -1.51192 -3.14238
O -1.71462 -0.73803 -2.23008
N -2.14052 -1.17621 -4.26650
N -1.16630 -2.74295 -3.11763
H -1.92866 -1.80191 -5.03051
H -2.52859 -0.26564 -4.46743
H -0.72686 -3.04025 -3.97705
H -0.90058 -3.18328 -2.24838
*
```

Properties
<S²>: 2.007
E_HOMO (alpha / beta), eV: -11.93 / -12.41

=====

Entry 2:
The following is a DFT calculation (ωB97M-V with the def2-TZVPD basis set) of a cluster of 5 separate species, C8H27N5O5 in total.

```
! wB97M-V def2-TZVPD RIJCOSX def2/J DEFGRID3
* xyz 0 1
C 0.05163 -1.18714 -1.01833
O -0.87627 -2.09986 -0.49945
C -2.07252 -2.23783 -1.26551
C -3.20318 -1.24735 -0.99589
C -3.79693 -1.59679 0.32627
N -4.18997 -1.29120 -2.06995
H -0.29386 -0.15935 -0.91482
H 0.38513 -1.46232 -2.08898
H 0.96589 -1.28130 -0.38024
H -1.78334 -2.17267 -2.33760
H -2.49012 -3.25926 -1.15414
H -2.66723 -0.28072 -0.84819
H -4.10307 -2.67026 0.54166
H -4.57918 -0.87567 0.45769
H -3.00714 -1.40854 1.10899
H -4.99898 -0.72644 -1.74904
H -3.87770 -0.73182 -2.83413
N 2.78582 1.12292 -1.81278
C 3.94227 1.82203 -1.74178
N 4.03304 2.51102 -0.54418
O 4.59798 2.02917 -2.76431
H 2.37092 0.43035 -1.19928
H 2.67079 0.73248 -2.72773
H 3.54623 2.10275 0.27427
H 5.01250 2.76491 -0.37172
N -0.27638 2.12971 -2.11520
C -0.34603 2.26095 -0.74954
N 0.68637 2.88936 -0.07843
O -1.30666 1.84264 -0.16040
H -1.00456 1.61284 -2.58451
H 0.27449 2.82374 -2.60355
H 0.46163 3.05422 0.87870
H 1.53344 3.23533 -0.53365
C -1.23081 -2.18158 3.18479
O -0.36574 -2.04609 2.12293
H -1.82920 -1.30024 3.39445
H -2.08848 -2.89427 2.87538
H -0.74367 -2.51973 4.10041
H -0.81143 -2.27174 1.26461
C 3.34957 0.72577 3.23411
O 2.91237 0.73597 1.89780
H 4.10018 1.46485 3.30786
H 2.58169 1.05635 3.86542
H 3.73267 -0.24890 3.42279
H 1.94783 0.80369 1.88519
*
```

Properties
SMILES: COC[C@H](C)N.NC(N)=O.NC(N)=O.CO.CO
E_HOMO, eV: -9.62

=====

Entry 3:
The following is a DFT calculation (ωB97M-V with the def2-TZVPD basis set) of a cluster of 5 separate species, C8H27NO5 in total.

```
! wB97M-V def2-TZVPD RIJCOSX def2/J DEFGRID3
* xyz 0 1
C -2.95886 -2.13284 -1.54851
O -2.59375 -2.60659 -0.25960
C -1.64471 -1.80620 0.40242
C -2.21748 -0.77790 1.38478
C -2.95395 -1.48928 2.50162
N -3.11877 0.19901 0.76296
H -3.87231 -2.65819 -1.82812
H -2.21249 -2.45068 -2.28903
H -3.07360 -1.05198 -1.55148
H -1.10151 -2.51517 1.05026
H -0.85254 -1.41204 -0.24118
H -1.36630 -0.24575 1.81771
H -2.29053 -2.21230 2.98895
H -3.77286 -2.13162 2.15917
H -3.40670 -0.81729 3.22888
H -3.86150 -0.23018 0.22937
H -2.54437 0.75080 0.13159
C 2.98891 0.13438 3.23912
O 2.17655 -0.80476 2.56128
H 4.01548 -0.22930 3.32280
H 2.98707 1.11082 2.76161
H 2.59304 0.31439 4.24440
H 2.06001 -1.60746 3.07403
C -0.60476 0.54859 -2.97664
O -0.77175 0.90165 -1.61134
H 0.11979 -0.26542 -3.05302
H -1.57194 0.23658 -3.37046
H -0.24951 1.39188 -3.57665
H 0.02285 0.63452 -1.13267
C 2.59522 -0.50499 -0.70700
O 1.49322 -0.01820 0.02604
H 3.53108 -0.26529 -0.19083
H 2.63721 -1.57369 -0.95396
H 2.60288 0.00360 -1.67335
H 1.64334 -0.22033 0.96128
C 2.36882 4.24398 -1.78906
O 2.72811 2.88569 -1.50817
H 3.25797 4.78613 -2.12081
H 1.55304 4.21141 -2.49946
H 2.07073 4.76375 -0.87159
H 3.59485 2.91031 -1.09536
*
```

Properties
SMILES: COC[C@H](C)N.CO.CO.CO.CO
E_HOMO, eV: -8.34
Energy above the lowest of the compared OMol25 structures with the same formula, charge and spin, kJ/mol: 159.2

=====

Entry 4:
The following is a DFT calculation (ωB97M-V with the def2-TZVPD basis set) of a structure of composition C8H28B2O30.

```
! wB97M-V def2-TZVPD RIJCOSX def2/J DEFGRID3
* xyz -2 1
O -2.83425 -3.29147 1.61803
C -3.12325 -2.29347 2.30703
O -2.31825 -1.29647 2.23603
B -2.93625 -0.16647 2.86703
O -4.23125 -0.68247 3.22303
C -4.32525 -1.85547 2.96003
O -5.42325 -2.51347 2.77303
O -3.04125 1.01153 2.01303
C -2.38625 1.96553 2.47403
O -2.09525 3.01153 1.82703
C -2.01425 1.61453 3.80903
O -2.15525 0.44453 4.03803
O -1.51625 2.37453 4.45803
O 1.93775 1.20053 2.50603
C 1.52675 0.57853 1.53203
O 0.27975 0.36953 1.29003
B 0.00775 0.14153 -0.08097
O 1.43075 0.12953 -0.60897
C 2.18475 0.43653 0.30603
O 3.30175 0.85753 0.15603
O -0.75825 1.15553 -0.72197
C -1.70625 0.46153 -1.29597
O -2.59725 0.96453 -1.92497
C -1.62925 -0.90447 -0.93797
O -0.61925 -1.18247 -0.16497
O -2.53425 -1.68947 -0.94397
O -1.68625 3.52953 -2.57397
H -1.63425 3.00153 -3.43297
H -1.93425 2.95053 -1.93997
O 2.46675 2.78553 4.68503
H 2.04675 2.38853 3.80303
H 3.39675 2.96053 4.73603
O -5.04425 0.42053 -2.82397
H -4.30525 0.86353 -2.87397
H -5.65125 0.85753 -3.28397
O 3.50675 -2.43147 0.22203
H 3.74575 -1.86047 -0.45097
H 2.57675 -2.44147 0.12703
O 1.26675 1.63653 -3.46697
H 1.59475 2.06353 -4.23797
H 1.43275 2.21853 -2.73697
O -3.15725 -2.77547 -3.36597
H -2.46125 -3.42747 -3.12297
H -2.82725 -2.30747 -2.75497
O 5.18375 3.38153 1.65303
H 4.85975 3.38953 0.74803
H 5.09075 2.41953 1.71403
O 5.42375 0.14453 1.90303
H 5.11375 0.19953 2.94503
H 4.78275 -0.40447 1.42803
O 1.64575 -3.03047 -0.13197
H 0.78575 -2.81847 -0.44297
H 1.53675 -3.60147 0.68003
O 3.85975 -0.71547 -1.71297
H 3.10175 -0.94547 -2.22297
H 3.72675 0.10353 -1.27197
O -5.44925 -0.69447 -0.08197
H -4.55525 -1.03147 -0.18197
H -5.48525 -0.05547 -0.91897
O -1.81425 -4.90247 -1.03597
H -0.83725 -4.76447 -1.09297
H -2.14925 -4.49147 -0.30597
O 4.10775 3.07753 -0.88797
H 4.36375 2.55453 -1.53197
H 3.40075 2.64153 -0.39997
O 2.57675 -0.85647 -3.49197
H 2.07575 -0.11147 -3.14997
H 2.89775 -0.76247 -4.42997
*
```

Properties
E_HOMO, eV: -4.96
Energy above the lowest of the compared OMol25 structures with the same formula, charge and spin, kJ/mol: 1206.2

=====

Entry 5:
The following is a DFT calculation (ωB97M-V with the def2-TZVPD basis set) of a cluster of 6 separate species, C8H28N10O6 in total.

```
! wB97M-V def2-TZVPD RIJCOSX def2/J DEFGRID3
* xyz 1 2
C 3.53268 1.40809 -3.12574
O 4.25952 0.83343 -2.38445
N 2.33063 1.71695 -2.84592
N 3.92774 2.03270 -4.18794
H 1.93227 1.43837 -1.96059
H 1.68674 2.03933 -3.55413
H 3.41444 2.70620 -4.73842
H 4.90491 1.87488 -4.38874
C 1.27111 1.17488 0.25241
O 1.74694 2.30307 0.30408
N 0.02883 0.82277 0.32888
N 2.01280 0.21790 -0.12053
H -0.56434 1.59722 0.59053
H -0.21280 -0.15401 0.41612
H 2.96186 0.35072 -0.43952
H 1.49463 -0.54839 -0.52599
C -2.61497 3.47062 1.50989
O -1.75281 3.27622 0.70649
N -2.37975 4.03484 2.65165
N -3.91692 3.18768 1.43241
H -3.14624 4.13870 3.30111
H -1.49386 4.44331 2.91329
H -4.31363 2.62241 0.69539
H -4.50731 3.18961 2.25187
C 0.90590 -3.02465 1.31568
O 1.47096 -2.64105 2.36427
N -0.33672 -2.96225 0.95204
N 1.48911 -3.50182 0.32369
H -0.62500 -3.62301 0.24466
H -0.96082 -2.54553 1.62802
H 2.46384 -3.24488 0.38673
H 1.03394 -3.98648 -0.43659
C 4.92971 -2.23910 -0.21664
O 5.16139 -2.73884 0.85575
N 4.62740 -2.79252 -1.32218
N 4.90679 -0.88978 -0.33973
H 4.59930 -3.79892 -1.40267
H 4.57841 -2.25365 -2.17501
H 5.11714 -0.39800 -1.19647
H 4.98020 -0.32632 0.49527
C -3.25359 -0.88838 0.98394
C -4.54054 -0.62883 0.30556
C -5.71409 -0.86579 1.24832
O -4.53128 0.70713 -0.18136
H -2.88292 -1.91244 1.02863
H -3.31888 -0.52319 2.00886
H -2.53174 -0.18787 0.56403
H -4.57115 -1.25057 -0.58920
H -5.45916 -0.46222 2.22823
H -6.10110 -1.88476 1.24220
H -6.62165 -0.36702 0.90824
H -5.41794 1.05327 -0.30642
*
```

Properties
<S²>: 0.756
E_HOMO (alpha / beta), eV: -11.95 / -11.88
Energy above the lowest of the compared OMol25 structures with the same formula, charge and spin, kJ/mol: 0.0

=====

Q: Which max |F| values were calculated for the entries above? A: 6.55; 3.17; 1.86; 11.56; 8.89, in eV Å⁻¹.